# 1
One molecule with the formula C14H13B at a distorted geometry. Source: OMol25; level of theory: the ωB97M-V functional and the def2-TZVPD basis.

The net charge is 0. For the energy relative to the best compared isomer or geometry (same formula, charge and spin), the calculation gives 36.74 kJ/mol. The SMILES is C=CB(c1ccccc1)c1ccccc1. The spin multiplicity is 1. The LUMO energy comes out at 0.006 eV. For the HOMO energy, the calculation gives -9.0 eV.

```
28
Properties=species:S:1:pos:R:3:forces:R:3
B 0.033260 0.561670 0.546692 -0.4 0.6 1.1
C -3.959650 -0.861292 -0.577292 3.6 -0.1 1.7
C 3.787433 -1.377504 -0.316138 -3.2 -0.6 -0.5
C -3.049928 -1.841466 -0.004212 -1.4 3.7 -1.7
C -3.577428 0.477351 -0.637958 0.7 -0.8 0.6
C 2.569582 -1.842072 -0.936470 2.5 1.6 0.3
C 3.664780 -0.331949 0.566676 3.9 0.5 2.6
C -1.833468 -1.389720 0.481071 -1.0 -1.6 0.4
C -2.294910 0.838852 -0.200553 0.7 -0.4 -0.4
C 1.351242 -1.207530 -0.666078 0.5 0.0 -1.2
C 2.548924 0.389620 0.815311 -2.6 -2.9 -2.4
C -1.401715 -0.094547 0.403203 -0.1 2.4 -1.1
C 1.360530 -0.112024 0.164098 0.2 1.4 1.6
C 0.342915 2.995072 0.093240 0.3 3.3 0.8
C 0.131622 2.091150 1.025702 0.1 -1.8 -1.4
H -4.883080 -1.072168 -0.967045 -2.1 -1.1 -0.8
H 4.712818 -1.888250 -0.531158 0.1 0.1 0.1
H -3.281428 -2.849460 -0.138808 -0.3 -1.5 0.4
H -4.298391 1.179232 -1.009822 0.1 0.4 -0.3
H 2.913245 -2.448922 -1.735607 -1.2 -1.3 -0.8
H 4.559592 -0.122141 1.244517 -0.9 0.0 -1.2
H -1.312510 -2.143448 1.013701 1.2 -0.5 0.2
H -1.792795 1.773698 -0.472875 -1.1 0.1 0.4
H 0.383015 -1.295464 -1.192204 0.8 -1.0 0.2
H 2.440348 1.127928 1.531519 0.2 1.5 1.1
H 0.275544 4.101612 0.463349 0.3 -1.9 -1.2
H 0.612038 2.829675 -0.941778 -0.2 -0.1 -0.1
H -0.001596 2.512104 1.978930 -0.6 0.0 1.4
```
Forces are in eV/Å.

=====

# 2
C14H13N2S3Tc as an isolated structure at a distorted geometry. Source: OMol25; level of theory: the ωB97M-V functional and the def2-TZVPD basis.

The net charge is +1. Its expectation value of S² is 0.883. For the energy relative to the best compared isomer or geometry (same formula, charge and spin), the calculation gives 25.86 kJ/mol. The spin multiplicity is 2. The LUMO energy (spin up / spin down) comes out at -5.250 / -4.551 eV. For the HOMO energy (spin up / spin down), the calculation gives -11.5 / -11.6 eV.

```
33
Properties=species:S:1:pos:R:3:forces:R:3
Tc -1.456698 -0.947557 0.012317 0.6 -0.8 0.8
S 0.173177 -1.861437 1.246710 -0.7 0.3 -0.3
C 1.315600 -2.197957 -0.015176 0.3 -0.1 -0.5
C 2.687146 -2.296855 0.270378 -0.2 0.0 0.1
C 3.574272 -2.549602 -0.745550 0.1 -0.1 -0.3
C 3.127606 -2.705640 -2.073090 0.2 0.0 0.3
C 1.792868 -2.618633 -2.369987 -0.3 0.0 0.2
C 0.863805 -2.366700 -1.338937 0.6 -0.1 0.1
S -0.830172 -2.301887 -1.691422 -0.6 0.7 0.2
H 3.033400 -2.176039 1.290391 0.0 0.0 0.0
H 4.630959 -2.628922 -0.520710 -0.1 0.0 0.0
H 3.841198 -2.896506 -2.864206 0.0 0.0 0.1
H 1.439296 -2.742693 -3.386931 0.0 0.0 0.1
C -3.066602 -1.995217 0.706956 0.1 0.0 -0.1
H -3.925643 -1.662446 0.107070 0.0 0.0 0.0
H -3.236406 -1.797893 1.772994 0.1 0.0 0.0
H -2.929037 -3.065876 0.587450 -0.1 -0.1 0.1
N -3.690540 1.077697 1.842882 0.0 0.0 0.1
C -2.574197 1.659387 1.406475 0.1 -0.2 -0.2
N -1.621069 1.016135 0.747113 0.3 0.3 -0.7
C -0.571820 1.907599 0.383290 -0.3 -0.4 0.2
C 0.570663 1.564596 -0.322307 0.2 0.0 -0.1
C 1.498425 2.556636 -0.598677 0.0 0.0 0.0
C 1.289528 3.870307 -0.178983 0.0 0.0 0.0
C 0.147900 4.214341 0.526048 0.0 0.0 0.0
C -0.771327 3.211840 0.797329 0.0 0.2 0.1
S -2.285573 3.338947 1.658851 0.0 0.2 0.1
H -3.820781 0.086037 1.731936 0.0 0.0 0.0
H -4.367511 1.591441 2.379535 0.0 0.0 0.0
H 0.760552 0.547572 -0.658556 0.0 0.0 0.0
H 2.396876 2.304774 -1.146277 0.0 0.0 0.0
H 2.024288 4.631029 -0.407691 0.0 0.0 0.0
H -0.020181 5.233523 0.850774 0.0 -0.1 0.0
```
Forces are in eV/Å.

=====

# 3
C14H13N3O2Sc as an isolated structure. Source: OMol25; level of theory: the ωB97M-V functional and the def2-TZVPD basis.

The net charge is +1. The spin multiplicity is 1. The LUMO energy comes out at -4.433 eV. For the HOMO energy, the calculation gives -11.2 eV.

```
33
Properties=species:S:1:pos:R:3:forces:R:3
Sc 0.769805 0.531077 -0.134003 -0.1 -0.2 0.1
O -0.362112 4.165538 -2.356611 0.0 0.0 0.0
C -1.227100 3.649951 -3.262421 0.0 0.0 0.0
C -1.930707 4.487034 -4.124639 0.0 0.0 0.0
C -2.789306 3.963728 -5.069880 0.0 0.0 0.0
C -2.962389 2.587277 -5.182393 0.0 0.0 0.0
C -2.269381 1.754014 -4.334221 0.0 0.0 0.0
C -1.401420 2.260359 -3.355142 0.0 0.0 0.0
C -0.719752 1.313285 -2.474240 0.0 0.1 0.1
O -0.162203 1.733323 -1.359662 0.0 -0.1 -0.1
N -0.688163 0.041203 -2.809710 -0.1 0.0 -0.1
N -0.025949 -0.644609 -1.841435 0.1 0.0 0.0
C 0.287701 -1.870102 -2.012659 0.0 0.0 0.0
C 1.082185 -2.484727 -0.945611 0.0 0.0 0.0
C 1.386353 -3.833089 -0.925148 0.0 0.0 0.0
C 2.119941 -4.338427 0.138703 0.0 0.0 0.0
C 2.520458 -3.484636 1.152391 0.0 0.0 0.0
C 2.183745 -2.145790 1.059896 0.0 0.0 0.0
N 1.494569 -1.644438 0.030880 0.0 0.1 0.0
H -0.355418 5.125623 -2.443425 0.0 0.0 0.0
H -1.792151 5.559523 -4.047158 0.0 0.0 0.0
H -3.326653 4.634417 -5.727236 0.0 0.0 0.0
H -3.633724 2.177193 -5.923076 0.0 0.0 0.0
H -2.390304 0.682499 -4.400265 0.0 0.0 0.0
H 0.006431 -2.416793 -2.907258 0.0 0.0 0.0
H 1.044508 -4.473905 -1.726053 0.0 0.0 0.0
H 2.368175 -5.390433 0.177733 0.0 0.0 0.0
H 3.082382 -3.841208 2.002980 0.0 0.0 0.0
H 2.469598 -1.447709 1.837308 0.0 0.0 0.0
C 0.116178 0.698071 1.910753 0.0 0.1 -0.1
H 0.944304 1.193117 2.444014 0.0 0.0 0.0
H -0.092829 -0.235385 2.438862 0.0 0.0 0.0
H -0.755880 1.346303 2.031447 0.0 0.0 0.0
```
Forces are in eV/Å.

=====

# 4
One molecule with the formula C14H13N9O2 at a distorted geometry. Source: OMol25; level of theory: the ωB97M-V functional and the def2-TZVPD basis.

The net charge is 0. For the energy relative to the best compared isomer or geometry (same formula, charge and spin), the calculation gives 95.49 kJ/mol. The SMILES is N#Cc1cn(-c2c[nH]n(-c3cc(N4CCCCO4)ncn3)c2=O)nn1. The spin multiplicity is 1. The LUMO energy comes out at -0.324 eV. For the HOMO energy, the calculation gives -8.5 eV.

```
38
Properties=species:S:1:pos:R:3:forces:R:3
N -4.030710 -2.599922 5.733109 -2.5 -1.5 0.4
O -0.382216 0.642822 1.587213 -0.3 1.9 1.1
C -3.149550 -1.917001 5.567915 0.0 0.2 0.1
N -0.992281 -1.255220 6.311393 2.6 -0.9 1.2
N 0.198421 -0.885520 5.862308 -3.8 0.5 -1.8
N 2.730727 -0.842509 -0.101357 1.8 -1.5 0.5
N 1.824591 -0.849752 -2.298463 2.5 -0.4 0.5
O -0.110822 2.222326 -2.973206 -1.8 -1.2 -0.2
C 0.641961 0.651468 2.259209 -0.7 -4.7 -1.4
C -1.956009 -1.290067 5.355227 2.8 1.9 0.8
C -1.456810 -0.719880 4.252512 3.8 -0.3 1.1
C 0.853669 -0.132155 3.543137 0.1 1.0 1.4
C 2.128463 -0.522511 3.688113 -0.3 2.1 -4.6
C 2.718257 -1.285540 -1.347750 -3.4 2.2 -0.8
C 1.963986 0.160572 0.219383 -0.3 0.8 -0.6
C 1.281220 0.334034 -2.011280 -2.8 -0.9 -5.1
C 1.324713 0.835491 -0.797981 -0.8 3.1 4.2
N -0.078407 -0.520400 4.532328 -3.2 0.3 -0.5
N 2.774134 -0.083776 2.497689 1.6 -0.7 0.8
N 1.890657 0.524498 1.589327 0.0 -0.1 1.9
N 0.432727 0.929683 -3.053842 2.6 -1.9 0.7
C -1.638565 2.115876 -3.119409 1.1 0.1 -1.5
C 0.098805 0.177451 -4.295640 -0.8 0.9 1.5
C -2.156585 1.073807 -4.143988 -0.6 0.5 1.2
C -1.351987 -0.197073 -4.072073 -0.4 0.9 -2.4
H -1.908003 -0.630860 3.339903 -0.5 0.6 -2.3
H 2.572917 -1.011506 4.497745 0.9 -0.7 0.7
H 3.378057 -2.037525 -1.628904 0.9 -1.4 -0.3
H 0.762445 1.737719 -0.635145 0.0 0.2 0.4
H 3.505615 -0.628882 2.028748 -0.5 0.3 0.3
H -2.107993 1.953466 -2.179286 0.1 -0.3 1.1
H -1.960428 3.072312 -3.511136 0.4 0.5 0.3
H 0.578961 -0.771861 -4.406123 1.2 0.0 0.3
H 0.232202 0.827981 -5.174886 0.0 -0.3 0.3
H -2.277892 1.458917 -5.134740 1.0 0.4 -0.9
H -3.228460 0.963578 -3.937896 0.1 -0.4 0.6
H -1.616654 -0.836255 -4.909922 -0.5 -0.5 0.1
H -1.489157 -0.663784 -3.132232 0.0 -0.8 0.9
```
Forces are in eV/Å.

=====

# 5
One molecule with the formula C14H14BNO4 at a distorted geometry. Source: OMol25; level of theory: the ωB97M-V functional and the def2-TZVPD basis.

The net charge is 0. The SMILES is COc1ccc(C(=O)Nc2cccc(B(O)O)c2)cc1. The spin multiplicity is 1. The LUMO energy comes out at 0.371 eV. For the HOMO energy, the calculation gives -8.4 eV.

```
34
Properties=species:S:1:pos:R:3:forces:R:3
O 0.827834 0.686183 1.723540 0.0 -0.5 -0.1
O -0.628445 3.335574 -4.725826 -0.5 -1.7 1.0
O 1.127744 4.909684 -4.542423 -0.9 -0.3 -0.1
O -1.470546 -5.143172 2.297009 0.5 1.9 -0.7
B 0.350511 3.932999 -3.953120 0.4 0.2 -0.1
C 0.562902 -0.072433 0.804834 0.2 1.6 -0.5
C 1.675448 3.918797 -0.340498 -0.4 -0.7 -0.1
C -0.671316 -3.633323 0.581907 -0.2 0.1 1.5
C -0.814312 -2.822427 2.855770 -0.2 -0.7 0.3
C 1.314005 4.363940 -1.577068 -0.4 1.0 -0.8
C -0.111123 -2.449642 0.190122 -0.2 1.1 0.7
C -0.275681 -1.622799 2.463213 -0.2 0.3 -0.7
C 1.453713 2.597033 0.022361 0.2 0.3 0.3
C 0.521213 2.182924 -2.164262 0.1 0.0 1.8
C -1.017570 -3.836531 1.932012 -0.1 -1.7 0.2
C 0.696346 3.513787 -2.479756 0.1 -0.4 -1.1
C 0.049479 -1.405946 1.127952 0.1 -1.1 -0.6
C 0.867651 1.709237 -0.880671 0.4 0.4 -0.2
N 0.676147 0.361856 -0.536235 -0.5 -1.0 0.9
C -2.018834 -5.270309 3.603984 -0.1 -0.2 -0.3
H -1.016937 2.502615 -4.305562 0.7 2.0 -0.8
H 0.778815 5.069674 -5.431693 0.3 0.1 0.1
H 2.072277 4.587059 0.375369 0.5 0.6 0.6
H -0.850336 -4.396980 -0.107784 -0.2 -1.2 -0.9
H -1.038915 -2.971739 3.897927 -0.1 0.0 0.1
H 1.426919 5.399478 -1.891085 0.2 -0.1 0.3
H 0.149354 -2.290454 -0.845142 0.1 -0.1 -0.1
H -0.172556 -0.807393 3.160333 0.2 0.0 0.1
H 1.697150 2.299520 1.035390 0.0 0.0 -0.5
H 0.044300 1.534255 -2.856081 -0.3 -0.7 -0.5
H 0.288084 -0.237166 -1.257607 0.1 0.2 0.3
H -1.274963 -5.109196 4.372163 0.3 0.1 0.2
H -2.406761 -6.294887 3.725394 0.1 0.5 -0.3
H -2.811595 -4.540219 3.725532 -0.3 0.0 0.2
```
Forces are in eV/Å.

=====

# 6
C14H14BiI2N4O4STe as an isolated structure. Source: OMol25; level of theory: the ωB97M-V functional and the def2-TZVPD basis.

The net charge is -1. For the energy relative to the best compared isomer or geometry (same formula, charge and spin), the calculation gives 89.37 kJ/mol. The spin multiplicity is 1. The LUMO energy comes out at 2.066 eV. For the HOMO energy, the calculation gives -3.9 eV.

```
41
Properties=species:S:1:pos:R:3:forces:R:3
Bi 1.336154 0.161257 -0.566074 -0.1 0.0 -0.1
I 5.494439 1.990842 5.344773 0.0 0.0 0.0
C 4.478937 0.945966 3.845621 0.0 0.0 0.0
C 5.193907 0.309323 2.845896 0.0 0.0 0.0
C 4.503797 -0.372771 1.857259 0.0 0.0 0.0
I 5.564150 -1.317724 0.330987 0.0 0.0 0.0
C 3.098225 -0.457568 1.830879 0.0 0.0 0.0
O 2.466049 -1.131068 0.896319 0.0 0.1 -0.1
C 2.399968 0.215383 2.866689 0.0 0.0 0.0
C 0.892603 0.165294 2.882650 0.0 0.0 0.0
N 0.311187 0.938668 1.782837 0.2 0.1 0.0
C 0.387207 2.368202 2.005377 0.0 0.0 0.0
C -0.226568 3.159604 0.875943 0.0 0.0 0.0
C -0.855248 4.377500 1.120454 0.0 0.0 0.0
C -1.378940 5.088220 0.057426 0.0 0.0 0.0
C -1.271879 4.564091 -1.223013 0.0 0.0 0.0
C -0.638597 3.344654 -1.375831 0.0 0.0 0.1
N -0.119226 2.666736 -0.354881 0.0 -0.1 0.0
C 3.092543 0.899634 3.852246 0.0 0.0 0.0
H 6.274177 0.343340 2.827793 0.0 0.0 0.0
H 0.562444 -0.865111 2.763457 0.0 0.0 0.0
H 0.530931 0.524880 3.856380 0.0 0.0 0.0
H -0.675337 0.667073 1.568790 -0.1 0.0 0.0
H -0.108806 2.659739 2.943443 0.0 0.0 0.0
H 1.438782 2.665498 2.111422 0.0 0.0 0.0
H -0.942108 4.742842 2.135550 0.0 0.0 0.0
H -1.878443 6.034285 0.224777 0.0 0.0 0.0
H -1.677961 5.080153 -2.081855 0.0 0.0 0.0
H -0.544304 2.875698 -2.348720 0.0 0.0 0.0
H 2.534185 1.397136 4.636762 0.0 0.0 0.0
O -1.961325 -1.288676 1.379507 0.0 0.0 0.0
N -2.194854 0.038101 0.868363 -0.1 0.0 0.0
Te -2.175761 -0.278204 -1.095337 0.1 0.1 0.0
O -1.255983 -3.396655 0.268795 0.0 0.0 0.0
S -0.629186 -2.153594 0.710100 0.0 0.0 0.0
N -0.312843 -1.201041 -0.587128 0.0 -0.1 0.0
C 1.124016 -1.449773 -3.302868 0.0 0.0 0.0
O 1.673598 -0.368376 -2.594880 0.1 0.0 0.1
H 0.063400 -1.289706 -3.536593 0.0 0.0 0.0
H 1.189169 -2.391643 -2.749304 0.0 0.0 0.0
H 1.660017 -1.570998 -4.251988 0.0 0.0 0.0
```
Forces are in eV/Å.